Record 1
C28H52AsIN5O4STi as an isolated structure. Source: the Open Molecules 2025 dataset; level of theory: wB97M-V/def2-TZVPD.

Gap between HOMO and LUMO (alpha / beta) ... 8.73 / 8.69 eV
Charge ... +2
2S+1 ... 2

XYZ file:
```
93
Properties=species:S:1:pos:R:3:forces:R:3
I 5.054 2.011 4.832 0.0 0.0 0.0
As 4.739 0.428 -0.659 0.0 0.1 0.1
Ti 0.889 1.037 0.613 -0.4 0.2 -0.2
S 2.973 1.648 -0.673 -0.2 -0.1 0.0
O 0.862 3.153 3.805 -0.1 0.1 0.0
O 2.318 -1.994 -0.457 0.0 0.0 -0.1
O 0.473 -0.854 0.085 0.2 0.0 -0.1
O 0.758 2.619 1.626 0.2 -0.1 0.2
N -2.215 -1.432 -0.085 0.1 0.0 0.0
N -1.257 0.975 1.870 0.1 0.0 0.0
N -0.540 1.485 -1.179 0.1 0.0 0.0
N 2.135 0.208 2.263 0.0 -0.1 0.1
N -0.566 -1.038 -2.468 0.0 0.0 0.0
C -3.482 2.123 2.327 0.0 0.0 0.0
C 3.609 -0.639 4.458 0.0 0.0 0.0
C -2.601 2.126 -0.002 0.0 0.0 0.0
C 1.263 -1.496 -0.775 0.0 -0.1 0.1
C -1.652 -3.164 -1.792 0.0 0.0 0.0
C -0.962 3.903 -0.829 0.0 0.0 0.0
C -1.488 -2.111 -2.909 0.0 0.0 0.0
C -3.964 -3.073 -0.692 0.0 0.0 0.0
C -2.815 -1.577 -3.436 0.0 0.0 0.0
C 4.997 -0.795 0.791 0.0 0.0 0.0
C 2.983 1.042 2.883 0.0 -0.1 0.0
C -0.518 0.172 -3.299 0.0 0.0 0.0
C -2.858 -0.963 1.184 0.0 0.0 0.0
C -1.932 -3.790 0.598 0.0 0.0 0.0
C 4.865 -0.583 -2.282 0.0 0.0 0.0
C -1.903 -0.324 2.182 0.0 0.0 0.0
C -2.464 -2.880 -0.504 0.0 0.0 0.0
C 6.213 1.651 -0.631 0.0 0.0 0.0
C 2.024 -1.049 2.721 0.0 0.1 0.0
C 0.783 -1.546 -2.220 0.0 0.0 0.0
C -1.605 2.548 -1.095 0.0 0.0 0.0
C -2.446 2.642 -2.376 0.0 0.0 0.0
C 2.735 -1.503 3.814 0.0 0.0 0.0
C -2.210 2.080 1.473 0.0 0.0 0.0
C 3.742 0.654 3.976 0.0 0.0 0.0
C 0.113 1.322 -2.510 0.0 0.0 0.0
C -0.630 1.419 3.143 -0.1 -0.1 0.0
C 0.392 2.518 2.908 0.1 0.1 0.0
H -2.694 -1.083 -4.398 0.0 0.0 0.0
H -1.098 -1.032 2.397 0.0 0.0 0.0
H 0.051 2.247 -3.078 0.0 0.0 0.0
H -2.486 -0.229 3.105 0.0 0.0 0.0
H 7.146 1.088 -0.663 0.0 0.0 0.0
H 0.913 -2.569 -2.576 0.0 0.0 0.0
H -1.654 2.997 1.670 0.0 0.0 0.0
H -2.973 1.708 -2.587 0.0 0.0 0.0
H -3.058 1.179 -0.316 0.0 0.0 0.0
H -1.976 -4.821 0.248 0.0 0.0 0.0
H -1.370 1.757 3.869 0.0 0.0 0.0
H 1.360 -1.699 2.170 0.0 0.0 0.0
H -4.386 -2.387 -1.425 0.0 0.0 0.0
H -3.960 3.092 2.193 0.0 0.0 0.0
H -2.113 -4.045 -2.244 0.0 0.0 0.0
H -3.284 -1.830 1.682 0.0 0.0 0.0
H -0.098 0.583 3.601 0.0 0.0 0.0
H -3.506 -2.404 -3.587 0.0 0.0 0.0
H -3.420 2.847 -0.055 0.0 0.0 0.0
H -3.294 -0.858 -2.762 0.0 0.0 0.0
H 5.877 -0.975 -2.373 0.0 0.0 0.0
H -1.023 0.596 -1.067 0.0 0.0 0.0
H -2.521 -3.739 1.513 0.0 0.0 0.0
H -4.211 1.366 2.034 0.0 0.0 0.0
H -1.182 -1.276 -0.039 0.0 0.0 0.0
H -1.528 0.446 -3.586 0.0 0.0 0.0
H -0.333 3.899 0.058 0.0 0.0 0.0
H 0.055 0.015 -4.223 0.0 0.0 0.0
H -0.345 4.201 -1.679 0.0 0.0 0.0
H 3.053 2.047 2.488 0.0 0.0 0.0
H 6.162 2.240 0.282 0.0 0.0 0.0
H 5.892 -1.373 0.561 0.0 0.0 0.0
H -3.687 -0.313 0.924 0.0 0.0 0.0
H 2.613 -2.522 4.154 0.0 0.0 0.0
H -3.291 2.014 3.393 0.0 0.0 0.0
H 4.138 -1.456 0.855 0.0 0.0 0.0
H -0.888 -3.564 0.828 0.0 0.0 0.0
H 4.182 -0.971 5.314 0.0 0.0 0.0
H 5.146 -0.240 1.713 0.0 0.0 0.0
H 1.173 1.136 -2.363 0.0 0.0 0.0
H 4.150 -1.401 -2.231 0.0 0.0 0.0
H -1.023 -2.660 -3.741 0.0 0.0 0.0
H -4.509 -2.955 0.245 0.0 0.0 0.0
H -1.862 2.921 -3.250 0.0 0.0 0.0
H -2.524 -0.854 -0.865 0.0 0.0 0.0
H -3.201 3.417 -2.244 0.0 0.0 0.0
H 1.521 -0.959 -2.776 0.0 0.0 0.0
H -0.658 -3.493 -1.486 0.0 0.0 0.0
H -1.733 4.665 -0.707 0.0 0.0 0.0
H 4.648 0.076 -3.120 0.0 0.0 0.0
H 6.143 2.309 -1.494 0.0 0.0 0.0
H -4.148 -4.088 -1.041 0.0 0.0 0.0
```
Forces are in eV/Å.



Record 2
C2H7B3BrNO3Pd as an isolated structure at a distorted geometry. Source: the Open Molecules 2025 dataset; level of theory: wB97M-V/def2-TZVPD.

Gap between HOMO and LUMO ... 3.68 eV
Charge ... +2

XYZ file:
```
18
Properties=species:S:1:pos:R:3:forces:R:3
Pd -1.223 1.391 -2.549 -0.1 0.7 -0.4
Br -1.886 3.421 0.187 0.2 -0.1 -0.3
O -0.656 1.006 -0.665 0.6 -0.6 0.6
O -2.305 0.734 1.024 -0.4 -0.8 0.1
O -1.918 -0.954 -0.611 -0.5 -0.4 0.7
N 1.827 -0.619 -0.486 -1.0 1.2 0.8
C 0.587 -1.206 -0.057 1.1 0.6 -0.5
C 2.700 -0.090 0.536 0.2 -0.8 -0.5
B -2.723 -0.453 0.424 -0.9 -0.7 0.1
B -1.601 1.562 0.268 0.0 1.8 0.0
B -0.709 -0.416 -0.473 0.8 -0.2 -0.7
H -3.693 -1.042 0.717 -0.1 0.1 0.2
H 0.524 -2.222 -0.465 -0.4 -0.3 -0.1
H 0.590 -1.272 1.027 0.1 -0.4 0.3
H 2.814 -0.829 1.315 -0.1 -0.1 0.4
H 2.269 0.830 0.947 0.0 0.3 0.1
H 3.674 0.112 0.114 0.2 0.3 -0.2
H 1.729 0.047 -1.252 0.4 -0.6 -0.6
```
Forces are in eV/Å.



Record 3
A 5-piece molecular cluster, C17H46Cl2N4O4 overall at a distorted geometry. Source: the Open Molecules 2025 dataset; level of theory: wB97M-V/def2-TZVPD.

Gap between HOMO and LUMO ... 9.80 eV

XYZ file:
```
73
Properties=species:S:1:pos:R:3:forces:R:3
Cl 0.251 -1.332 -1.063 0.2 0.2 -0.3
Cl 0.341 0.542 1.132 0.4 0.3 -0.2
O -2.789 -0.380 0.990 0.0 0.1 -0.1
O 2.919 -6.506 0.563 0.0 0.2 0.0
O -0.988 3.765 3.219 -0.2 -0.2 0.1
O 0.293 4.540 -3.030 0.0 0.1 -0.1
N -2.746 -1.785 3.767 0.2 0.4 -0.1
N -1.586 1.425 -3.337 0.0 0.0 0.1
N 1.135 -4.757 -2.242 -0.2 -0.1 0.3
N 0.930 5.324 1.782 -0.7 0.0 0.1
C -0.601 2.457 -3.695 -0.3 0.0 -0.5
C 0.092 0.380 -0.602 -0.7 -0.4 -0.2
C 2.524 3.495 1.941 -0.1 -1.0 0.1
C 1.045 3.857 1.920 0.7 0.5 -0.2
C -1.915 2.710 3.053 0.1 -0.1 -0.1
C 3.962 -7.257 -0.015 0.0 -0.1 0.1
C 0.243 5.679 -2.211 -0.2 0.3 0.3
C 2.837 -3.832 -0.762 0.9 -0.1 0.2
C 0.367 3.354 3.169 -0.2 0.4 0.3
C -3.530 -0.182 -0.190 -0.2 -0.3 0.0
C -2.617 -1.749 1.329 -0.1 0.2 0.4
C -1.804 -1.800 2.619 -0.2 -0.1 0.3
C -0.907 -3.031 2.706 -0.2 0.3 0.1
C 2.295 -5.092 -1.389 -0.6 -0.1 -0.3
C -0.846 3.028 -5.089 0.0 0.2 -0.2
C 1.895 -6.122 -0.329 -0.2 -0.1 0.1
C -0.632 3.555 -2.656 0.0 -0.1 0.4
H -2.525 1.805 -3.431 0.1 0.1 0.1
H -0.781 2.221 -5.820 -0.1 0.1 -0.1
H -1.550 0.686 -4.033 0.1 -0.1 0.1
H -2.214 -1.571 4.608 0.0 -0.3 0.0
H 1.451 -6.995 -0.837 0.1 0.0 0.1
H -3.460 0.869 -0.467 0.0 0.0 0.1
H 0.466 2.272 3.273 0.0 -0.1 0.0
H 3.024 -5.547 -2.064 0.1 0.1 0.1
H -3.342 -0.964 3.668 -0.1 -0.1 -0.1
H 3.697 -4.059 -0.123 -0.2 -0.1 0.0
H -1.653 3.969 -2.581 0.1 0.1 -0.2
H 2.650 2.403 1.943 -0.1 0.1 -0.1
H 0.981 6.389 -2.574 0.0 0.0 -0.1
H 2.092 -3.355 -0.124 -0.1 0.1 -0.1
H -0.061 -2.924 2.025 0.0 -0.1 -0.1
H -2.137 -2.293 0.509 0.1 0.1 0.0
H -0.928 0.646 -0.855 0.0 0.1 0.2
H -0.035 5.534 1.531 0.1 -0.1 -0.2
H 0.598 3.405 1.032 -0.1 0.0 0.0
H -1.684 1.878 3.730 -0.1 0.0 0.0
H -0.518 -3.113 3.722 0.0 -0.1 0.0
H 0.606 -5.600 -2.459 0.2 0.0 -0.2
H 3.020 3.855 1.044 0.1 0.3 0.1
H -1.459 -3.942 2.473 0.0 0.0 0.0
H 0.474 -4.193 -1.711 0.2 0.1 0.0
H 0.858 3.835 4.027 0.1 -0.2 0.0
H -0.136 3.812 -5.353 0.2 -0.2 0.1
H -0.753 6.148 -2.230 0.1 -0.1 -0.1
H 3.224 -3.138 -1.507 -0.4 0.1 -0.1
H 3.675 -8.310 -0.104 0.0 0.0 -0.2
H 4.263 -6.857 -0.985 0.1 -0.1 0.0
H -1.179 -0.903 2.637 0.0 -0.1 -0.1
H -3.136 -0.794 -1.013 0.0 0.1 0.0
H 0.467 5.457 -1.162 0.1 -0.1 0.0
H -4.588 -0.442 -0.052 0.0 0.0 0.0
H -0.395 3.169 -1.650 0.0 -0.1 -0.1
H -1.919 2.311 2.032 0.0 0.0 0.0
H 4.812 -7.193 0.663 0.0 0.0 0.0
H 0.384 1.983 -3.708 0.0 0.0 0.2
H -3.593 -2.207 1.551 0.0 -0.1 -0.2
H 3.018 3.823 2.858 0.0 0.4 -0.2
H 0.765 0.993 -1.190 0.3 -0.1 0.2
H 0.973 5.742 2.712 0.4 -0.1 -0.1
H -1.829 3.505 -5.169 -0.1 -0.2 0.1
H -2.906 3.093 3.285 0.0 0.1 0.0
H 1.112 -5.688 0.300 0.0 0.0 0.0
```
Forces are in eV/Å.



Record 4
A 5-piece molecular cluster, H11O5 overall at a distorted geometry. Source: the Open Molecules 2025 dataset; level of theory: wB97M-V/def2-TZVPD.

Gap between HOMO and LUMO ... 12.24 eV
Charge ... +1

XYZ file:
```
16
Properties=species:S:1:pos:R:3:forces:R:3
O 8.023 7.770 13.407 -1.5 -0.2 0.9
O 10.647 5.182 12.976 -1.5 0.1 1.4
O 5.981 5.433 14.460 0.7 -0.3 0.9
O 7.769 3.938 12.300 -0.2 0.3 0.5
O 8.758 5.502 14.778 2.8 1.3 0.2
H 5.716 5.733 13.607 -0.5 0.3 -0.9
H 8.619 6.363 14.323 -0.6 1.3 0.2
H 7.177 8.254 13.238 1.2 -0.6 0.2
H 11.186 5.765 12.501 1.3 2.0 -0.8
H 5.226 5.536 15.049 0.0 0.0 0.0
H 9.597 5.209 14.287 -0.4 -0.3 0.1
H 6.929 4.086 11.848 0.2 -0.2 0.0
H 10.887 4.370 12.595 0.3 -2.2 -0.5
H 8.641 7.987 12.733 0.6 0.6 -1.0
H 8.016 5.042 14.450 -2.5 -2.0 -0.8
H 8.449 4.037 11.635 0.1 0.0 -0.4
```
Forces are in eV/Å.



no.,energy (Ha)
1,-5453.69382
2,-3136.75148
3,-2115.59768
4,-382.53584